195
Properties=species:S:1:pos:R:3:forces:R:3 method="wB97M-V/def2-TZVPD" charge=0 multiplicity=1 relative_energy_kcal_mol=90.4 lumo_energy_ha=0.0109 molar_mass_g_mol=1070.5 homo_energy_ev=-8.684
C 5.290152 2.015471 7.445816 0.79 -0.45 0.03
O 3.919062 1.791321 7.225676 0.22 -0.52 -0.20
C 3.431702 2.441991 6.063876 -1.51 0.83 0.42
C 1.891182 2.337181 6.064036 -0.17 -0.81 0.70
N 1.374422 0.957231 5.854896 0.27 0.82 -0.54
C -0.015628 0.684801 6.279836 0.39 0.01 0.18
C -0.476468 -0.735939 5.919026 -0.53 1.00 -0.79
O 0.341982 -1.702179 6.458756 0.62 -0.96 0.10
C -0.176538 -3.018599 6.289036 0.25 0.29 1.33
H 5.903732 1.554991 6.671486 -0.01 0.30 -0.54
H 5.683822 1.523091 8.335026 -0.82 -0.19 0.35
H 5.560812 3.062671 7.580746 -0.24 0.30 -0.35
H 3.840922 2.166101 5.092016 0.48 -0.53 0.18
H 3.598182 3.506121 6.231266 0.29 0.33 -0.39
H 1.446792 3.061481 5.381386 0.09 -0.15 -0.29
H 1.640622 2.669601 7.071416 -0.33 0.22 0.30
H 2.064582 0.397841 6.335386 -0.46 -0.68 0.18
H -0.713678 1.393111 5.833606 0.18 0.02 -0.71
H -0.193218 0.918401 7.329596 0.31 -0.43 0.60
H -0.529138 -0.830679 4.834426 0.53 0.08 -0.52
H -1.520108 -0.935019 6.162506 -0.34 0.38 0.78
H 0.602232 -3.697799 6.635876 0.14 -0.05 -0.60
H -0.573838 -3.247279 5.300116 0.35 0.13 -0.21
H -0.967178 -3.174859 7.022916 -0.50 0.09 -0.06
C 12.065812 10.795221 7.229956 0.77 0.27 0.30
O 11.381132 9.875261 6.438576 -1.09 -0.66 0.29
C 10.704282 8.914911 7.262926 -0.39 -0.08 -0.09
C 9.933592 7.940251 6.408276 -0.02 0.13 -0.64
N 8.906002 8.611741 5.607976 0.09 -0.11 -0.36
C 8.336942 7.708601 4.590006 -0.97 0.52 1.25
C 7.085162 8.283551 3.931646 -0.10 -0.13 -0.32
O 6.393972 7.206491 3.298046 0.23 0.21 -0.43
C 5.469332 7.649941 2.324166 0.09 0.02 -0.18
H 11.466782 11.351901 7.950636 -0.54 -0.22 0.09
H 12.535342 11.563861 6.616096 0.09 -0.32 -0.27
H 12.818552 10.235351 7.784956 0.39 0.27 0.23
H 10.016442 9.384581 7.966056 -0.16 0.52 -0.09
H 11.375172 8.338011 7.899466 0.62 0.04 -0.11
H 9.479682 7.159381 7.018446 -0.09 0.12 0.21
H 10.646282 7.434631 5.756706 0.31 -0.24 -0.18
H 9.412412 9.325371 5.103606 -0.04 0.48 0.03
H 7.984762 6.845441 5.154826 0.34 -0.47 -0.35
H 9.054762 7.482691 3.801466 0.06 -0.52 0.02
H 7.428012 9.039071 3.224726 -0.19 0.09 -0.54
H 6.361762 8.787551 4.572576 0.33 0.02 0.63
H 5.943572 8.311861 1.599556 0.19 0.14 -0.09
H 4.622932 8.191121 2.747056 -0.09 0.08 0.31
H 5.071942 6.804991 1.761816 0.15 -0.19 0.27
C -9.669958 7.331901 0.642516 0.94 -1.45 -0.73
O -8.911468 6.166891 0.238306 0.28 -0.59 0.30
C -7.486608 6.258981 0.378806 -0.01 0.52 0.84
C -6.721468 4.983341 -0.009454 -1.40 0.12 0.03
N -6.739878 3.904341 0.994246 0.75 -0.46 -0.92
C -6.341388 2.634751 0.336036 -0.37 -0.35 0.52
C -6.165538 1.519841 1.387156 0.24 0.94 -0.03
O -7.454298 1.212281 1.856646 -1.14 -0.34 1.25
C -7.556588 0.832071 3.276146 0.68 0.30 -1.90
H -10.695298 6.966891 0.701936 0.01 0.31 -0.14
H -9.518548 8.047921 -0.165254 -0.34 0.54 0.33
H -9.370618 7.699911 1.623876 0.18 0.15 -0.02
H -7.266358 6.511151 1.416116 0.09 -0.08 0.37
H -7.128238 7.122131 -0.182114 0.15 -0.01 -0.47
H -5.682548 5.176611 -0.276624 0.04 0.37 0.31
H -7.190898 4.695801 -0.950224 -0.17 -0.45 -0.33
H -7.656588 3.701661 1.366606 -0.33 0.49 -0.06
H -5.518538 2.761001 -0.367574 0.60 0.18 0.61
H -7.117168 2.278801 -0.341884 -0.50 -0.07 -0.07
H -5.575038 1.882251 2.228616 0.31 0.22 -0.03
H -5.661728 0.644201 0.977846 -0.05 -0.22 -0.19
H -7.478968 1.705871 3.923096 0.05 0.11 -0.04
H -6.719588 0.157521 3.456476 -0.20 -0.23 0.44
H -8.525458 0.351261 3.411116 0.20 -0.03 -0.07
C 8.204452 -1.045359 -2.298904 -0.45 0.23 0.03
O 7.007972 -0.488879 -1.819154 -0.65 0.47 0.11
C 6.579572 -0.827959 -0.500924 0.78 -0.65 -0.68
C 6.840132 0.324571 0.432286 -0.30 0.39 -0.21
N 8.277392 0.630721 0.616546 -0.82 0.87 0.07
C 8.521342 1.886741 1.342376 1.38 -0.79 1.00
C 10.042672 2.122371 1.389706 0.00 1.34 0.58
O 10.485312 2.609791 0.156046 1.35 0.23 -1.76
C 11.896462 2.958791 0.118946 -0.96 -0.45 -0.11
H 8.999152 -0.934119 -1.561214 0.27 -0.16 -0.13
H 8.405742 -0.471319 -3.203374 0.39 -0.15 0.03
H 8.046542 -2.088819 -2.571574 0.25 -0.24 0.05
H 7.086502 -1.737539 -0.178764 0.30 -0.09 0.18
H 5.532172 -1.114519 -0.595484 -0.20 0.43 0.31
H 6.307202 0.140901 1.365206 0.52 -0.20 0.44
H 6.273052 1.155211 0.012096 0.12 0.49 -0.23
H 8.694412 0.886211 -0.267144 -0.21 -0.66 -0.71
H 8.159972 1.788651 2.366036 0.02 -0.08 0.14
H 8.111852 2.827801 0.975216 -0.47 -0.12 -0.61
H 10.674162 1.294771 1.712796 -0.36 -0.44 0.12
H 10.250162 2.990661 2.015106 -0.25 -0.20 1.11
H 12.216712 3.620361 0.923856 -0.40 0.16 0.30
H 12.102402 3.469071 -0.821954 -0.26 -0.13 0.00
H 12.527942 2.072401 0.179436 -0.06 -0.25 -0.03
C -3.559918 -3.153749 -8.417434 -0.63 -0.02 -0.34
O -2.238328 -3.069759 -8.008484 0.78 0.02 0.50
C -1.731308 -1.744749 -7.819124 0.50 -1.12 1.09
C -0.375628 -1.900629 -7.029834 -1.07 0.45 -1.25
N 0.513332 -2.815089 -7.745874 -0.30 0.52 0.36
C 1.805452 -2.853629 -7.121464 1.65 -0.35 -0.11
C 2.803682 -3.819769 -7.731624 -0.49 -0.64 -0.66
O 2.516172 -5.122099 -7.282864 -0.11 -1.17 0.63
C 3.262932 -6.207419 -7.855184 0.08 1.14 0.76
H -3.748358 -2.506739 -9.274154 -0.11 0.14 -0.20
H -4.277578 -2.907449 -7.634874 -0.01 0.31 0.30
H -3.796268 -4.176739 -8.710214 0.31 -0.06 -0.06
H -2.417408 -1.165609 -7.201104 -0.20 0.12 0.13
H -1.666788 -1.262799 -8.794654 0.50 0.13 -0.05
H -0.536238 -2.273829 -6.018384 -0.51 -0.02 0.22
H 0.039532 -0.900989 -6.901544 0.33 0.03 -0.28
H 0.057362 -3.702039 -7.586214 0.16 -0.48 -0.46
H 1.832662 -3.119479 -6.064734 -0.46 0.08 0.49
H 2.356832 -1.916479 -7.197804 -0.61 0.56 -0.08
H 3.801612 -3.487049 -7.446084 0.31 -0.19 0.06
H 2.718552 -3.849919 -8.817874 0.13 0.46 -0.32
H 3.020922 -7.127599 -7.323394 -0.66 0.09 -0.31
H 4.320552 -6.092829 -7.617684 0.34 0.32 -0.37
H 3.094432 -6.239979 -8.931594 0.06 -0.31 -0.05
C -1.093878 -6.054919 0.794226 1.55 0.84 -0.85
O -1.979598 -7.094749 0.790836 -1.61 -1.79 0.68
C -1.415348 -8.403409 0.673256 1.88 0.95 -0.87
C -2.379108 -9.502099 0.357956 -0.74 1.18 1.34
N -2.885268 -10.004779 1.618106 -0.51 -1.64 -0.15
C -3.890128 -11.025149 1.334736 -0.28 -0.96 1.89
C -4.136838 -11.888209 2.611216 0.47 0.00 0.15
O -5.171838 -12.806239 2.484516 -1.19 -0.20 0.10
C -4.901828 -13.969299 1.743006 -0.35 0.53 -0.06
H -1.565228 -5.094119 1.001086 -0.48 -0.22 -0.39
H -0.605118 -6.085249 -0.179584 0.14 0.73 -0.39
H -0.246998 -6.054319 1.480436 -0.02 -0.79 0.71
H -0.751908 -8.576969 1.520496 -0.53 -0.43 0.64
H -0.673028 -8.480879 -0.121134 0.14 0.89 -0.73
H -1.903658 -10.280999 -0.238184 -0.02 -0.07 0.26
H -3.236338 -9.094189 -0.177664 0.15 0.20 -0.78
H -3.411628 -9.283969 2.090846 0.38 0.48 0.09
H -3.586988 -11.688819 0.524936 0.10 0.20 -0.10
H -4.857878 -10.573919 1.115776 -0.21 -0.06 -0.48
H -4.406128 -11.290579 3.482086 -0.12 0.54 -0.23
H -3.282198 -12.454649 2.981136 0.79 0.20 -0.49
H -4.710018 -13.690769 0.706786 0.09 -0.34 -0.24
H -5.818038 -14.556089 1.808926 0.19 -0.16 -0.16
H -4.060228 -14.530859 2.148546 0.16 -0.07 0.06
C -6.428918 -3.269379 -2.481154 -0.20 1.10 1.02
O -7.704578 -2.783179 -2.110474 -1.16 -0.68 -0.11
C -8.742228 -3.756569 -2.246214 -0.02 -0.42 0.77
C -10.009378 -3.319779 -1.481754 0.82 0.45 -1.51
N -11.132558 -4.248069 -1.678204 1.30 0.30 1.18
C -12.310408 -3.681049 -1.023694 -0.92 -0.67 -2.25
C -13.551838 -4.596449 -1.209344 0.47 0.72 2.31
O -13.496368 -5.513359 -0.115714 -0.17 -0.75 -1.16
C -14.708058 -6.253849 -0.050154 0.57 0.71 1.09
H -6.386018 -3.697369 -3.482694 -0.03 -0.11 0.00
H -6.075968 -3.932079 -1.690984 0.16 -0.52 -0.29
H -5.838798 -2.356839 -2.396764 0.46 -0.22 -0.45
H -8.468268 -4.738589 -1.860624 0.54 -0.13 0.24
H -8.931838 -3.927119 -3.305954 -0.34 0.18 -0.29
H -10.199588 -2.354399 -1.950754 -0.53 0.56 0.16
H -9.781788 -3.093449 -0.440084 -0.07 -0.50 0.09
H -11.241248 -4.338259 -2.678284 -0.49 -0.03 -0.06
H -12.546798 -2.753899 -1.545814 -0.18 0.59 0.23
H -12.104718 -3.460119 0.023676 -0.15 -0.31 -0.07
H -13.719478 -5.071539 -2.175934 0.71 -0.25 -0.22
H -14.462788 -4.021329 -1.043514 -0.15 0.55 -0.09
H -15.035948 -6.630579 -1.019004 0.06 -0.22 0.02
H -15.443868 -5.570949 0.374476 -0.60 -0.03 -0.23
H -14.551458 -7.020859 0.708316 -0.06 -0.31 -0.38
C 4.656402 2.947801 -5.199624 0.63 0.21 -0.41
C 5.899772 3.125431 -6.100054 -0.42 0.36 0.27
O 5.491072 3.960001 -7.198644 0.13 -0.35 0.25
H 4.806742 2.285191 -4.347304 0.19 -0.19 -0.21
H 3.844482 2.580111 -5.827074 -0.02 -0.12 0.10
H 4.342562 3.904691 -4.782534 0.09 0.12 -0.16
H 6.321532 2.185391 -6.455794 -0.42 -0.35 -0.15
H 6.746472 3.598851 -5.602974 -0.15 0.23 0.47
H 6.285082 4.171761 -7.694934 -0.02 0.08 -0.15
C -0.819208 4.821151 -7.260674 0.65 -0.29 -0.43
C -1.668518 5.295151 -6.099594 0.13 0.27 -0.59
O -3.018798 5.238741 -6.492054 -1.01 -0.42 0.22
H -1.184818 3.893691 -7.701404 -0.33 -0.13 0.31
H 0.230972 4.619471 -7.049624 0.05 0.27 0.33
H -0.837168 5.535271 -8.083974 -0.01 0.27 0.04
H -1.488878 6.342881 -5.858574 0.66 0.02 0.24
H -1.539828 4.690721 -5.201714 -0.11 -0.04 -0.09
H -3.087568 5.606251 -7.376254 -0.03 0.05 -0.04
C 0.182842 1.221481 -1.239734 -1.26 0.47 0.37
C 0.072022 1.591751 0.254916 -0.71 0.73 -1.30
O 1.127372 1.065761 0.930386 1.95 -1.17 1.30
H 0.604602 0.248571 -1.492074 0.37 0.18 0.43
H 0.664562 2.059811 -1.742974 0.32 -0.43 -0.22
H -0.836068 1.181221 -1.624834 -0.12 0.12 -0.22
H -0.854458 1.321561 0.761596 -0.41 -0.28 -0.45
H 0.141132 2.678811 0.295086 -0.32 0.39 0.00
H 0.954092 1.120511 1.873026 0.20 -0.03 0.12